{"formula": "C5H10O2", "method": "the ωB97M-V functional and the def2-TZVPD basis", "symbols": ["C", "C", "C", "C", "C", "O", "H", "H", "H", "H", "H", "H", "H", "H", "O", "H", "H"], "xyz": [[-2.4174, -0.5099, -0.0126], [-1.4101, -0.1571, 0.7966], [0.0192, -0.3941, 0.5901], [0.9548, 0.4889, 0.9296], [2.3461, 0.5491, 0.3986], [0.6533, 1.4671, 1.8658], [-3.3698, -0.7531, 0.4442], [-2.3721, -0.5079, -1.0919], [-1.6905, 0.3443, 1.7231], [0.2437, -1.2619, -0.0132], [2.5017, 1.5195, -0.0827], [2.4670, -0.1712, -0.4014], [3.0498, 0.4240, 1.2167], [0.6864, 2.3181, 1.4122], [-0.2182, -1.1393, -2.8245], [-0.5128, -1.7237, -2.1118], [-0.9310, -0.4927, -2.8389]], "forces_ev_per_a": [[-0.1, 0.1, 0.3], [-0.1, -0.2, 0.9], [-0.6, 0.8, -1.1], [0.2, 0.0, 0.3], [-0.4, -0.1, 0.0], [-0.2, 0.1, -0.5], [-0.4, 0.9, -0.3], [0.4, -1.0, -0.1], [0.0, -0.8, 0.4], [0.4, 0.2, -0.2], [0.1, 0.1, 0.3], [0.2, -0.4, 0.1], [0.3, 0.0, -0.1], [0.1, 0.1, 0.2], [-0.3, -0.2, 0.3], [0.2, 0.0, -0.2], [0.1, 0.2, -0.2]], "nbo_charge": [-0.432, -0.183, -0.320, 0.356, -0.669, -0.705, 0.202, 0.175, 0.211, 0.208, 0.217, 0.232, 0.228, 0.476, -0.928, 0.466, 0.465], "gap_ha": 0.3297, "homo_energy_ev": -8.34}